C14H17BrN4O2S | ωB97M-V/def2-TZVPD

Computed properties:
LUMO in eV: 0.467
ΔE to the lowest compared entry with this formula, charge and spin in kcal/mol: 271.6
Multiplicity: 1
SMILES string: C=CCOc1c(Br)cc(CNn2c(C)n[nH]c2=S)cc1OC
E_HOMO in eV: -7.93
Kohn-Sham gap in hartree: 0.30863
DFT total energy in Ha: -3884.885065

Geometry as XYZ:
```
39
Properties=species:S:1:pos:R:3:forces:R:3:lowdin_charge:R:1
C -4.713 -0.212 -1.232 -0.611 -0.649 0.327 -0.020
C -3.943 0.841 -0.916 -1.336 0.741 -1.906 -0.167
C -3.595 1.229 0.491 -6.512 -1.534 -0.317 -0.358
O -2.370 1.586 0.638 5.124 -0.089 0.068 -0.091
C -1.366 0.753 -0.036 -3.081 9.971 3.267 -0.219
C -0.385 1.614 -0.298 0.505 0.760 -0.588 -0.639
Br -0.518 3.454 -0.225 0.056 0.648 0.088 0.892
C 0.723 1.024 -0.731 7.038 6.920 -4.269 -0.177
C 0.890 -0.205 -1.125 -0.338 -6.627 1.793 -0.206
C 2.207 -1.014 -1.471 -1.213 6.905 -3.386 -0.168
N 3.040 -1.185 -0.311 4.228 0.949 -0.913 0.031
N 3.523 0.129 0.231 -6.305 -4.646 4.380 -0.044
C 2.857 0.492 1.605 3.093 -2.426 -7.960 -0.341
C 1.960 -0.301 2.233 -6.437 -4.740 2.162 -0.054
N 3.359 1.573 1.746 -5.719 4.198 11.848 0.018
N 4.167 2.001 1.013 9.745 3.901 -11.405 0.000
C 4.321 1.088 -0.066 -2.091 0.114 3.252 -1.043
S 5.183 0.962 -1.307 5.156 0.923 -6.254 0.701
C -0.183 -0.995 -0.634 2.459 -5.074 -0.342 0.019
C -1.234 -0.518 0.018 -2.280 -2.096 -0.180 -0.344
O -2.353 -1.019 0.558 -0.105 -6.368 -1.040 -0.063
C -2.373 -2.518 0.259 4.341 -1.239 0.903 -0.029
H -5.115 -0.937 -0.355 1.003 1.618 -2.444 0.114
H -5.017 -0.331 -2.338 0.295 -0.214 2.121 0.076
H -3.717 1.599 -1.790 -0.071 -1.494 1.917 0.151
H -4.398 1.904 0.891 1.214 1.046 -0.774 0.150
H -3.885 0.463 1.184 -0.027 -1.433 0.068 0.107
H 1.632 1.837 -1.232 -2.457 -2.268 1.929 0.195
H 2.657 -0.079 -2.308 -0.485 -3.049 2.182 0.164
H 1.935 -1.842 -2.116 0.484 -0.575 0.668 0.108
H 3.975 -1.568 -0.696 -1.726 0.352 0.794 0.139
H 1.928 -1.550 1.935 0.612 4.026 1.027 0.173
H 2.109 -0.068 3.276 0.072 -0.837 0.778 0.075
H 0.800 0.029 2.153 2.476 -0.602 -0.470 0.132
H 4.815 2.930 0.663 -2.847 -2.396 2.691 0.259
H -0.095 -2.122 -0.485 0.336 1.434 -0.991 0.132
H -2.205 -3.064 -0.811 -0.389 2.574 1.961 0.142
H -1.406 -2.984 0.928 -2.657 1.210 -1.767 0.146
H -3.211 -2.995 0.663 -1.551 0.064 0.785 0.037
```
Forces are in eV/Å.

---

C20H14Br9FO5 | ωB97M-V/def2-TZVPD

Computed properties:
LUMO in eV: -0.947
Multiplicity: 1
E_HOMO in eV: -9.75
Kohn-Sham gap in hartree: 0.32360
DFT total energy in Ha: -24412.718285

Geometry as XYZ:
```
49
Properties=species:S:1:pos:R:3:forces:R:3:lowdin_charge:R:1
C -0.483 4.427 3.690 0.052 -0.027 -0.233 -0.085
C -0.258 5.452 4.776 -0.575 -0.143 0.134 -0.313
O -1.382 5.192 5.625 0.486 -0.597 0.263 0.116
C -1.594 3.825 5.578 0.142 0.498 -0.384 -0.540
O -2.171 3.186 6.387 -0.062 0.159 -0.065 0.180
O -1.027 3.324 4.447 0.192 0.381 -0.177 0.052
F -0.320 6.731 4.347 -0.098 -0.055 -0.090 0.083
H 0.413 4.150 3.140 0.086 -0.344 0.314 0.120
H -1.197 4.783 2.942 -0.190 0.021 0.284 0.100
H 0.672 5.315 5.335 -0.062 0.074 0.023 0.175
C 1.308 -2.043 1.575 -0.433 -0.105 -0.281 -0.063
C 2.308 -2.986 1.322 0.193 0.559 -0.262 -0.060
C 2.378 -3.582 0.068 0.350 -0.354 0.706 -0.022
C 1.494 -3.251 -0.922 -0.806 0.280 -0.280 -0.130
C 0.458 -2.345 -0.674 0.262 0.128 0.414 -0.083
C 0.340 -1.792 0.607 0.157 -0.083 -0.523 -0.032
C -0.493 -1.946 -1.751 0.950 -1.366 0.067 -0.303
O -1.429 -1.243 -1.511 -1.047 0.923 0.070 0.045
C -0.308 -2.592 -3.091 0.293 -0.042 0.218 -0.079
C -1.169 -2.257 -4.116 -0.448 0.116 0.144 -0.013
C -1.188 -2.986 -5.283 0.523 0.254 -0.902 -0.054
C -0.257 -4.007 -5.489 -0.378 0.228 0.347 -0.045
C 0.623 -4.320 -4.468 0.173 -0.760 -0.788 -0.013
C 0.626 -3.620 -3.290 -0.322 0.663 0.884 -0.096
C 1.610 -3.969 -2.220 -1.878 1.646 0.149 -0.350
O 2.433 -4.798 -2.393 1.949 -1.922 -0.468 0.132
H 1.211 -1.459 2.485 0.313 -0.437 0.161 0.110
H 3.095 -3.195 2.036 -0.205 -0.023 0.167 0.108
H 3.100 -4.349 -0.183 0.202 0.116 0.217 0.125
H -0.511 -1.153 0.817 0.193 0.095 -0.068 0.114
H -1.863 -1.437 -3.991 -0.037 -0.036 0.179 0.121
H -1.860 -2.646 -6.065 0.040 -0.357 -0.017 0.110
H -0.198 -4.570 -6.409 -0.220 0.036 -0.097 0.107
H 1.284 -5.171 -4.591 0.188 0.226 0.086 0.125
C 4.249 0.330 -1.951 0.436 0.142 0.353 -1.670
Br 5.853 0.936 -2.813 0.125 0.091 -0.059 0.589
Br 4.617 -0.233 -0.139 -0.095 0.005 -0.013 0.569
Br 3.407 -1.033 -2.955 -0.327 -0.325 -0.298 0.677
H 3.592 1.177 -1.875 -0.200 0.128 -0.073 -0.080
C -0.499 2.285 -0.195 0.151 0.296 0.067 -1.646
Br 1.295 1.611 -0.120 0.164 -0.116 0.124 0.631
Br -1.357 1.817 -1.821 -0.171 0.147 -0.222 0.661
Br -0.519 4.196 0.110 0.037 0.050 -0.179 0.593
H -1.048 1.857 0.626 -0.074 -0.190 0.089 -0.062
C -5.043 2.604 2.539 -0.233 -0.427 0.190 -1.655
Br -6.833 2.222 1.961 -0.132 -0.009 -0.174 0.584
Br -3.822 2.763 1.083 0.066 0.221 -0.306 0.601
Br -4.430 1.259 3.763 0.060 0.021 0.202 0.598
H -5.108 3.541 3.060 0.212 0.213 0.110 -0.030
```
Forces are in eV/Å.

---

C27H50MnP2 | ωB97M-V/def2-TZVPD

Computed properties:
LUMO (spin up / spin down) in eV: -3.634 / -4.312
ΔE to the lowest compared entry with this formula, charge and spin in kcal/mol: 222.2
Multiplicity: 5
E_HOMO (spin up / spin down) in eV: -9.44 / -9.59
Kohn-Sham gap (spin up / spin down) in hartree: 0.21322 / 0.19391
DFT total energy in Ha: -2891.852713
Net charge: +1

Geometry as XYZ:
```
80
Properties=species:S:1:pos:R:3:forces:R:3:mulliken_spin:R:1
Mn 1.343 -0.432 -0.751 -3.555 1.609 1.898 3.597
C 0.070 -0.080 1.563 -0.708 2.455 -0.836 0.135
C 0.738 0.928 0.691 -1.559 -0.470 -0.140 -0.027
C -1.516 0.718 0.071 1.061 -0.017 0.375 0.062
C -1.280 -0.157 1.166 0.650 0.374 -0.188 0.013
C -0.304 1.355 -0.295 0.429 -0.250 2.004 0.093
C 0.508 -0.442 2.934 0.043 -0.510 0.488 0.051
H 1.470 -0.008 3.211 -0.215 -0.036 -0.024 -0.001
H 0.565 -1.533 3.089 0.008 0.257 0.071 0.001
H -0.233 -0.046 3.649 0.300 -0.224 -0.176 0.007
C -2.364 -0.843 1.915 -0.499 -0.360 0.042 0.000
H -2.017 -1.207 2.888 -0.115 0.046 -0.191 -0.001
H -2.770 -1.707 1.358 0.080 0.273 0.264 0.003
H -3.207 -0.147 2.090 0.331 -0.335 -0.053 0.001
C -2.866 1.119 -0.400 -0.428 0.015 -0.478 -0.007
H -3.387 1.736 0.352 0.246 -0.153 -0.168 0.006
H -3.514 0.256 -0.595 0.026 0.280 0.058 0.003
H -2.805 1.707 -1.324 -0.084 -0.118 0.199 -0.001
C -0.293 2.646 -1.031 -0.170 0.600 -0.343 0.143
H -0.880 3.393 -0.467 0.226 -0.130 -0.233 -0.003
H -0.755 2.545 -2.023 0.068 0.150 0.174 -0.012
H 0.711 3.054 -1.183 -0.226 -0.081 0.154 -0.014
C 1.736 1.912 1.211 0.060 0.461 0.322 -0.082
H 1.184 2.726 1.719 0.460 -0.109 -0.090 0.004
H 2.346 2.354 0.414 -0.110 0.044 0.220 -0.001
H 2.425 1.462 1.936 -0.155 0.235 -0.162 0.003
C 4.182 -3.140 -1.457 3.369 -1.318 2.220 0.030
C 4.751 -2.700 -0.265 1.500 -3.403 -2.771 -0.088
C 6.011 -1.916 -0.260 1.421 0.490 0.086 0.005
C 6.125 -0.752 -1.325 0.512 -0.558 0.863 0.004
C 4.819 -0.129 -1.784 1.203 0.273 -2.550 0.108
C 4.208 -0.512 -2.964 2.641 1.584 -0.210 -0.054
C 4.551 -1.822 -3.649 0.220 0.484 -0.504 0.021
C 4.929 -3.000 -2.757 -0.075 -0.273 -0.242 -0.015
H 6.893 -2.604 -0.407 -0.756 0.545 0.074 -0.004
H 6.772 -1.084 -2.169 -0.852 0.195 0.380 0.004
H 6.176 -1.486 0.751 -0.081 -0.264 -0.585 -0.003
H 6.008 -2.994 -2.587 -0.198 0.103 0.264 0.004
H 3.355 -3.850 -1.472 0.302 0.206 0.109 -0.001
H 4.576 -3.216 0.676 -0.514 0.296 -0.190 -0.002
H 4.775 -3.927 -3.325 -0.149 0.177 0.066 -0.001
H 3.746 -2.108 -4.339 -0.004 0.059 0.200 0.001
H 3.884 0.255 -3.690 -0.153 -0.548 0.843 -0.044
H 5.417 -1.628 -4.316 -0.385 0.013 0.125 -0.002
H 6.735 0.041 -0.844 -0.500 -0.256 -0.248 0.000
H 4.591 0.815 -1.277 -0.074 -0.151 -0.536 -0.011
P 2.399 -1.993 0.725 -1.740 -0.040 0.101 -0.073
C 2.184 -3.803 0.948 -0.081 -0.001 0.526 0.005
C 3.616 -1.117 1.811 -0.195 -0.289 0.113 0.009
P 1.792 0.789 -2.658 -0.309 -0.286 0.546 0.541
C 2.772 -1.579 -0.918 0.172 0.901 -0.490 -0.247
C 2.827 2.304 -2.541 0.006 0.066 -0.469 0.032
C 1.509 0.020 -4.289 0.159 0.242 -0.627 0.005
H 1.111 -4.035 0.792 0.723 0.083 0.222 -0.003
H 2.472 -4.059 1.986 -0.229 0.018 -0.486 0.001
H 2.816 -4.367 0.241 -0.427 0.213 0.515 0.001
H 4.432 -0.664 1.222 -0.503 -0.249 0.289 -0.008
H 4.028 -1.848 2.524 0.004 0.306 -0.216 -0.001
H 3.086 -0.334 2.375 0.383 -0.516 -0.336 -0.003
H 2.312 -0.715 -4.475 -0.520 0.418 -0.202 0.027
H 1.480 0.768 -5.104 -0.030 -0.458 0.321 0.007
H 0.559 -0.537 -4.254 0.249 0.427 0.012 -0.004
H 2.525 -2.015 -1.917 0.671 0.038 1.386 -0.064
H 3.623 -0.836 -0.889 -1.396 -1.022 -0.077 0.031
H 2.204 3.190 -2.761 0.468 -0.318 0.037 0.004
H 3.671 2.232 -3.248 -0.287 0.305 0.291 0.016
H 3.228 2.378 -1.507 -0.400 -0.005 -0.725 -0.008
C -2.414 -2.392 -1.228 0.012 0.201 -0.308 -0.014
C -0.919 -2.563 -0.921 0.165 0.156 0.267 0.134
C -0.561 -3.987 -1.327 0.107 -0.242 -0.068 -0.004
C -0.029 -1.512 -1.639 -0.862 -1.020 -0.414 -0.262
H -2.584 -2.491 -2.311 0.001 -0.034 0.247 0.002
H -2.814 -1.424 -0.925 0.203 -0.206 -0.025 -0.002
H -2.987 -3.174 -0.716 0.059 0.128 -0.116 -0.003
H -0.801 -2.460 0.173 0.045 -0.032 -0.334 -0.029
H -0.732 -4.101 -2.406 0.057 -0.112 0.172 0.003
H 0.481 -4.255 -1.117 -0.146 0.073 -0.147 -0.003
H -1.209 -4.704 -0.800 0.250 0.156 -0.193 0.000
H 0.455 -1.948 -2.519 -0.308 0.024 -0.126 -0.022
H -0.597 -0.593 -1.881 0.105 -0.589 -0.266 0.009
```
Forces are in eV/Å.